Entry 1:
DFT (ωB97M-V with the def2-TZVPD basis set) results for a molecular structure, C28H35AuBClN6Si.

XYZ file:
```
73
Properties=species:S:1:pos:R:3:mulliken_charge:R:1
Au 0.463 0.498 -0.598 1.41
C 0.406 3.905 0.652 -0.94
C 0.830 2.842 1.609 0.54
C 1.390 2.969 2.883 -1.42
C 1.559 1.676 3.348 0.92
C 2.093 1.235 4.671 -1.36
N 1.129 0.833 2.391 0.57
N 0.679 1.551 1.335 0.04
B 0.965 -0.717 2.495 -1.18
N -0.499 -1.106 2.262 0.54
N -1.107 -0.879 1.072 -0.11
C -2.344 -1.332 1.177 0.54
C -3.300 -1.212 0.036 -0.84
C -2.551 -1.875 2.459 -1.53
C -1.355 -1.708 3.122 0.92
C -0.991 -2.096 4.518 -1.24
N 1.885 -1.440 1.474 0.85
N 1.698 -1.311 0.138 -0.22
C 2.544 -2.133 -0.469 0.66
C 2.600 -2.230 -1.956 -1.09
C 3.295 -2.822 0.495 -1.71
C 2.842 -2.358 1.715 1.04
C 3.275 -2.762 3.085 -1.31
H 0.536 4.887 1.104 0.38
H -0.645 3.780 0.390 -0.03
H 0.988 3.865 -0.268 0.14
H 1.623 3.882 3.406 0.46
H 2.405 2.110 5.238 0.36
H 2.950 0.572 4.555 0.23
H 1.337 0.700 5.247 0.22
H 1.300 -1.035 3.597 -0.14
H -2.761 -0.924 -0.865 -0.12
H -4.056 -0.449 0.229 0.21
H -3.814 -2.158 -0.145 0.39
H -3.449 -2.326 2.850 0.45
H -1.851 -2.555 5.002 0.34
H -0.688 -1.230 5.107 0.22
H -0.168 -2.812 4.532 0.20
H 1.836 -1.598 -2.408 -0.06
H 2.433 -3.257 -2.285 0.40
H 3.576 -1.919 -2.336 0.31
H 4.056 -3.567 0.328 0.46
H 4.085 -3.485 3.008 0.35
H 2.456 -3.220 3.642 0.23
H 3.628 -1.907 3.663 0.21
C -5.437 2.012 -1.916 -0.46
C -4.600 2.873 -1.218 -0.66
C -3.225 2.753 -1.339 -0.61
C -2.652 1.772 -2.154 0.88
C -3.509 0.925 -2.861 -0.17
C -4.888 1.041 -2.743 -0.69
Si -0.791 1.638 -2.241 -0.09
C -0.179 0.371 -3.491 0.21
C 0.874 0.703 -4.356 -0.42
C 1.390 -0.230 -5.243 -0.66
C 0.869 -1.518 -5.285 -0.45
C -0.161 -1.874 -4.424 -0.92
C -0.667 -0.946 -3.526 0.77
H -6.511 2.102 -1.824 0.38
H -5.021 3.641 -0.581 0.41
H -2.586 3.436 -0.789 0.14
H -3.103 0.173 -3.525 0.43
H -5.534 0.374 -3.300 0.40
H -0.250 2.980 -2.562 -0.24
H 1.288 1.704 -4.335 0.35
H 2.198 0.050 -5.907 0.42
H 1.271 -2.245 -5.980 0.39
H -0.559 -2.880 -4.438 0.42
H -1.440 -1.254 -2.831 0.00
Cl 2.917 2.719 -1.869 -0.14
C 2.769 1.196 -1.050 -0.67
H 3.163 1.231 -0.042 0.41
H 3.087 0.369 -1.672 0.33
```

Energy relative to the best compared isomer or geometry (same formula, charge and spin) = 3.5 kcal/mol
Molecular weight = 726.95 g mol⁻¹
Energy = -63314.124 eV
Frontier orbital gap (alpha / beta) = 7.45 / 6.74 eV
Maximum force = 0.28 eV/Å
Charge = 0
2S+1 = 3
E_HOMO (alpha / beta) = -6.8 / -8.4 eV

***

Entry 2:
DFT (ωB97M-V with the def2-TZVPD basis set) results for a molecular structure, C28H35BBeCaCl3FN2O9S at a distorted geometry.

XYZ file:
```
82
Properties=species:S:1:pos:R:3:mulliken_charge:R:1
C 0.538 -4.018 -0.332 -0.87
C 0.966 -3.230 -1.332 -1.01
C 0.572 -1.808 -1.234 0.30
C -0.721 -1.426 -1.751 -0.62
C -1.184 -0.158 -1.662 -0.66
C -0.316 0.776 -1.014 1.29
C 0.973 0.405 -0.529 -1.65
C 1.433 -0.902 -0.643 0.64
B 2.897 -1.192 -0.068 1.24
O 3.337 -2.426 0.192 -0.52
N 3.720 -0.002 0.180 -0.34
C 3.429 0.572 1.513 -0.66
C 5.153 -0.369 0.192 -1.17
S -0.920 2.486 -0.954 -0.50
C -2.582 2.134 -0.568 -1.17
C -3.222 2.875 0.369 0.78
C -4.545 2.466 0.692 1.88
F -5.325 3.114 1.738 -0.47
C -5.175 1.443 0.074 -0.52
C -4.467 0.730 -0.906 -0.45
C -3.182 1.034 -1.209 -0.07
N -2.457 0.256 -2.169 -0.18
H -0.485 -3.934 0.026 0.20
H 1.172 -4.723 0.198 0.28
H 1.557 -3.561 -2.179 0.39
H -1.375 -2.156 -2.224 0.79
H 1.586 1.174 -0.079 0.85
H 2.671 -2.900 0.794 -0.08
H 2.419 0.978 1.603 0.11
H 4.164 1.418 1.747 0.00
H 3.547 -0.172 2.301 0.56
H 5.407 -0.830 1.152 0.45
H 5.383 -1.038 -0.636 0.35
H 5.711 0.571 0.107 0.33
H -2.671 3.698 0.858 -0.50
H -6.183 1.158 0.333 0.45
H -4.981 -0.094 -1.379 0.49
H -2.264 0.878 -2.960 0.45
Be 7.645 -0.091 -0.618 -0.02
O -2.949 0.749 2.606 -0.74
H -3.729 1.265 2.397 0.10
C 0.431 1.739 7.414 -0.95
C 0.833 2.014 6.165 0.29
C 0.055 1.546 4.965 1.13
O 0.469 1.857 3.862 -0.60
C -1.143 0.751 5.184 -0.73
C -1.537 0.475 6.433 0.22
C -0.780 0.965 7.631 0.90
O -1.210 0.692 8.740 -0.65
O -2.625 -0.250 6.704 -0.59
O 1.933 2.712 5.904 -0.58
H 0.978 2.071 8.284 0.43
H -1.682 0.408 4.306 0.44
H -2.674 -0.296 7.677 0.35
H 1.999 2.758 4.930 0.35
C -5.100 -3.938 -2.847 -1.28
C -3.818 -3.425 -2.221 0.35
O -2.786 -3.280 -3.197 -0.55
H -4.928 -4.898 -3.332 0.33
H -5.883 -4.058 -2.096 0.37
H -5.458 -3.247 -3.616 0.36
H -3.452 -4.124 -1.470 0.31
H -3.986 -2.456 -1.736 -0.20
H -3.095 -2.654 -3.861 0.30
O -0.198 1.245 -4.597 -0.57
C 0.999 1.330 -4.735 0.78
O 1.605 0.587 -5.663 -0.36
C 2.987 0.740 -6.018 -0.43
C 3.892 -0.047 -5.094 -0.82
C 1.825 2.192 -3.811 -0.76
H 3.258 1.796 -6.068 0.36
H 3.068 0.352 -7.032 0.32
H 3.825 0.306 -4.064 0.16
H 4.930 0.032 -5.417 0.39
H 3.605 -1.099 -5.092 0.29
H 2.033 1.621 -2.904 0.00
H 1.235 3.071 -3.556 0.31
H 2.761 2.551 -4.232 0.39
Cl 5.096 1.838 3.495 -0.50
Cl -0.737 0.571 1.087 0.20
Ca -4.284 4.818 2.376 1.19
Cl 1.906 -2.763 2.605 -0.60
```

Molecular weight = 760.92 g mol⁻¹
Energy = -121633.112 eV
Frontier orbital gap = 1.41 eV
Maximum force = 2.70 eV/Å
Charge = 0
E_HOMO = -6.3 eV

***

Entry 3:
DFT (ωB97M-V with the def2-TZVPD basis set) results for a molecular structure, C28H35Cl3N6O2SV.

XYZ file:
```
76
Properties=species:S:1:pos:R:3:mulliken_charge:R:1
V 1.134 1.682 -0.440 0.67
C 3.166 1.194 1.756 -1.18
C 1.825 1.318 2.456 -0.58
N 0.714 0.849 1.592 0.35
C -0.568 1.430 2.043 -0.61
C -0.592 2.902 1.695 0.10
C -1.207 3.871 2.468 -1.08
C -1.136 5.190 2.048 -0.66
C -0.456 5.506 0.884 -0.94
C 0.126 4.483 0.155 0.57
C 0.849 4.710 -1.146 -1.54
N 1.831 3.649 -1.425 -0.10
C 3.195 3.909 -0.911 -0.91
C 3.404 3.333 0.481 -0.69
N 3.143 1.880 0.444 0.05
N 0.050 3.214 0.572 1.34
H 3.386 0.142 1.568 0.46
H 3.960 1.584 2.398 0.40
H 1.637 2.366 2.698 0.43
H 1.840 0.769 3.401 0.43
H 0.640 -0.165 1.662 -0.32
H -0.720 1.291 3.117 0.75
H -1.378 0.917 1.518 0.04
H -1.715 3.601 3.384 0.62
H -1.596 5.972 2.637 0.47
H -0.373 6.530 0.546 0.56
H 1.310 5.702 -1.149 0.46
H 0.108 4.700 -1.950 0.44
H 1.889 3.521 -2.425 0.32
H 3.419 4.980 -0.907 0.36
H 3.901 3.439 -1.599 0.42
H 2.714 3.789 1.193 0.29
H 4.421 3.550 0.822 0.56
H 3.865 1.454 -0.131 0.30
Cl -0.308 -1.551 4.042 -0.15
C -0.835 -2.041 2.462 0.17
C 0.069 -2.624 1.588 -1.19
C -0.367 -2.982 0.324 -0.30
C -1.680 -2.782 -0.093 0.71
C -2.074 -3.217 -1.500 -0.93
C -2.557 -2.060 -2.408 -1.55
N -2.021 -0.752 -2.033 0.41
C -2.782 0.329 -1.673 -0.70
C -1.914 1.285 -1.245 -0.90
N -0.630 0.801 -1.330 0.33
C -0.735 -0.429 -1.817 -0.38
O -3.128 -4.142 -1.517 -0.32
C -2.743 -5.522 -1.463 -1.09
C -1.844 -5.858 -0.312 0.22
C -2.214 -5.810 1.001 0.92
Cl -3.756 -5.387 1.608 -0.15
S -0.938 -6.219 2.071 -0.17
C 0.130 -6.478 0.753 -0.43
C -0.482 -6.256 -0.440 -0.80
C -2.562 -2.203 0.820 0.96
Cl -4.219 -1.918 0.416 -0.17
C -2.153 -1.832 2.095 -0.58
H 1.083 -2.826 1.909 0.61
H 0.323 -3.474 -0.351 0.56
H -1.177 -3.664 -1.950 0.53
H -3.637 -1.997 -2.312 0.56
H -2.320 -2.266 -3.451 0.23
H -3.854 0.314 -1.750 0.48
H -2.129 2.279 -0.892 0.58
H 0.082 -1.110 -2.001 0.55
H -2.255 -5.797 -2.403 0.37
H -3.685 -6.062 -1.395 0.39
H 1.138 -6.816 0.932 0.49
H 0.006 -6.397 -1.395 0.45
H -2.861 -1.405 2.790 0.57
C 3.071 0.506 -3.149 -0.84
O 1.930 1.057 -2.464 -0.32
H 3.242 1.036 -4.085 0.30
H 2.938 -0.557 -3.345 0.30
H 3.932 0.640 -2.500 0.30
H 1.132 0.923 -2.990 0.18
```

Energy relative to the best compared isomer or geometry (same formula, charge and spin) = 0.0 kcal/mol
Molecular weight = 677.00 g mol⁻¹
Energy = -116719.843 eV
Frontier orbital gap (alpha / beta) = 7.84 / 7.60 eV
Maximum force = 0.51 eV/Å
Charge = +2
2S+1 = 4
E_HOMO (alpha / beta) = -12.7 / -12.7 eV

***

Entry 4:
DFT (ωB97M-V with the def2-TZVPD basis set) results for a single C28H35F6NO5S molecule at a distorted geometry.

XYZ file:
```
76
Properties=species:S:1:pos:R:3:mulliken_charge:R:1
C -4.536 1.255 3.147 -1.15
C -3.917 1.184 1.650 0.30
C -2.652 2.189 1.491 -0.88
C -1.859 2.000 0.109 1.03
C -2.674 2.561 -1.185 -0.94
C -1.724 2.210 -2.465 0.65
C -2.578 1.669 -3.729 -1.08
C -2.266 0.087 -3.938 -0.36
C -3.280 -0.726 -2.982 -0.22
C -2.620 -2.070 -2.342 -0.75
C -2.351 -1.913 -0.757 0.95
C -2.070 -3.304 -0.006 -0.97
C -1.369 -2.958 1.424 -0.71
C 0.203 -2.669 1.210 -0.33
C 0.603 -1.117 1.507 0.02
C 2.176 -0.943 1.642 0.72
C 3.213 -1.335 0.526 0.85
C 2.738 -1.928 -0.869 -0.80
O 2.647 -3.185 -0.954 -0.52
C 2.409 -1.099 -2.199 0.86
F 1.160 -1.594 -2.715 -0.22
F 3.385 -1.438 -3.180 -0.30
C 2.213 0.476 -2.002 0.42
F 1.389 0.911 -3.097 -0.34
F 1.516 0.848 -0.829 -0.11
C 3.573 1.344 -2.132 1.05
F 3.746 1.807 -3.472 -0.26
F 4.741 0.633 -1.769 -0.21
C 3.356 2.647 -1.194 0.10
O 2.637 3.583 -1.597 -0.46
O 3.915 2.758 0.107 -0.47
C 4.761 -1.183 0.734 -0.32
C 5.325 -0.599 2.051 -0.05
S 7.143 -0.435 2.286 -0.28
C 4.310 -0.170 3.131 0.07
C 2.775 -0.356 2.938 -0.04
C 2.108 0.193 4.279 0.10
O 1.018 -0.039 4.825 -0.49
N 3.182 1.098 4.815 -0.52
C 4.535 0.496 4.564 0.33
O 5.559 0.545 5.261 -0.47
H -5.215 2.164 3.275 0.32
H -3.711 1.248 3.950 0.27
H -5.174 0.303 3.280 0.34
H -3.579 0.109 1.401 -0.22
H -4.722 1.544 0.903 0.25
H -2.946 3.290 1.641 0.29
H -1.916 1.884 2.329 0.19
H -1.679 0.889 -0.090 -0.78
H -0.821 2.492 0.173 0.21
H -2.897 3.677 -1.103 0.35
H -3.680 2.032 -1.327 0.28
H -1.050 3.102 -2.747 0.47
H -1.059 1.321 -2.138 -0.69
H -3.698 1.833 -3.528 0.38
H -2.258 2.233 -4.680 0.32
H -1.156 -0.135 -3.727 0.07
H -2.526 -0.152 -5.029 0.40
H -4.198 -0.990 -3.630 0.37
H -3.581 -0.027 -2.123 -0.07
H -3.426 -2.889 -2.479 0.26
H -1.693 -2.414 -2.917 0.26
H -3.296 -1.454 -0.310 0.20
H -1.451 -1.203 -0.640 -0.80
H -1.337 -3.909 -0.665 0.31
H -3.014 -3.949 0.127 0.40
H -1.926 -2.139 1.987 0.30
H -1.425 -3.949 2.018 0.33
H 0.853 -3.292 1.925 0.49
H 0.438 -2.930 0.125 -0.05
H 0.046 -0.837 2.477 0.67
H 0.121 -0.506 0.674 -0.60
H 3.223 2.561 0.791 0.33
H 5.451 -1.510 -0.126 0.37
H 7.696 -1.649 1.839 0.19
H 3.165 1.821 4.062 0.41
```

Structure (SMILES) = CCCCCCCCCCCCCCCc1c(C(=O)C(F)(F)C(F)(F)C(F)(F)C(=O)O)cc(S)c2c1C(=O)NC2=O
Molecular weight = 611.64 g mol⁻¹
Energy = -68461.371 eV
Frontier orbital gap = 7.81 eV
Maximum force = 5.03 eV/Å
Charge = 0
E_HOMO = -9.5 eV

***

Entry 5:
DFT (ωB97M-V with the def2-TZVPD basis set) results for 5 unconnected molecules or ions with the total composition C28H35FN4O5.

XYZ file:
```
73
Properties=species:S:1:pos:R:3:mulliken_charge:R:1
C -0.167 3.443 -3.631 -1.23
C -0.479 2.053 -3.051 -0.25
C 0.583 1.563 -2.107 0.64
O 1.230 2.245 -1.360 -0.60
O 0.706 0.220 -2.147 -0.47
C 1.879 -0.338 -1.531 0.40
C 2.372 -1.457 -2.436 -1.31
C 2.635 -0.945 -3.812 0.17
C 3.610 -0.166 -4.281 0.81
C 4.791 0.454 -3.615 -0.91
C 4.482 1.857 -3.043 -0.18
C 5.587 2.889 -3.304 -0.46
F 6.815 2.272 -3.516 -0.31
C 3.339 0.072 -5.732 0.49
O 3.957 0.719 -6.508 -0.53
O 2.213 -0.643 -6.092 -0.37
C 1.706 -1.233 -4.945 0.14
O 0.723 -1.893 -4.963 -0.53
H 0.760 3.842 -3.219 0.35
H -0.963 4.153 -3.407 0.34
H -0.075 3.395 -4.717 0.31
H -1.406 2.082 -2.469 0.25
H -0.629 1.305 -3.830 0.36
H 2.632 0.444 -1.423 -0.33
H 1.632 -0.715 -0.535 0.49
H 1.614 -2.242 -2.495 0.47
H 3.282 -1.881 -2.002 0.38
H 5.136 -0.211 -2.820 0.40
H 5.597 0.523 -4.345 0.57
H 3.552 2.239 -3.474 0.16
H 4.308 1.786 -1.967 0.15
H 5.713 3.549 -2.444 0.31
H 5.371 3.496 -4.185 0.26
C -2.485 -0.052 2.306 -0.18
C -2.179 -0.808 1.139 -1.05
C -1.140 -0.177 0.508 -0.80
N -0.816 0.931 1.239 0.20
C -1.625 1.013 2.339 -1.01
H -3.247 -0.270 3.037 0.78
H -2.657 -1.716 0.810 0.70
H -0.591 -0.415 -0.383 0.66
H -0.089 1.585 1.001 0.24
H -1.519 1.814 3.050 0.46
C 2.071 -0.458 2.733 0.00
C 3.335 -0.412 2.081 -0.56
C 4.168 -1.275 2.744 -0.67
N 3.456 -1.836 3.767 0.04
C 2.179 -1.345 3.769 -0.85
H 1.184 0.092 2.469 0.37
H 3.605 0.195 1.232 0.58
H 5.201 -1.529 2.579 0.39
H 3.818 -2.504 4.423 0.19
H 1.457 -1.666 4.501 0.50
C -3.293 -2.385 7.006 -0.76
C -2.964 -1.650 5.833 -0.14
C -2.504 -2.546 4.905 -0.52
N -2.541 -3.790 5.473 0.00
C -3.021 -3.702 6.751 -0.45
H -3.685 -1.991 7.928 0.38
H -3.054 -0.586 5.690 0.48
H -2.152 -2.400 3.898 0.44
H -2.260 -4.639 5.018 0.18
H -3.130 -4.578 7.367 0.38
C -7.740 0.967 0.915 -0.67
C -6.487 0.700 1.533 -0.21
C -5.702 0.061 0.610 -0.24
N -6.434 -0.068 -0.539 0.01
C -7.675 0.481 -0.363 -0.45
H -8.589 1.459 1.359 0.39
H -6.195 0.950 2.540 0.44
H -4.694 -0.307 0.676 0.16
H -6.108 -0.501 -1.383 0.19
H -8.402 0.480 -1.157 0.38
```

Structure (SMILES) = CCC(=O)OCCC1=C(CCCF)C(=O)OC1=O.c1cc[nH]c1.c1cc[nH]c1.c1cc[nH]c1.c1cc[nH]c1
Molecular weight = 526.61 g mol⁻¹
Energy = -48518.729 eV
Frontier orbital gap = 7.36 eV
Maximum force = 0.49 eV/Å
Charge = 0
E_HOMO = -8.1 eV

***

Entry 6:
DFT (ωB97M-V with the def2-TZVPD basis set) results for a single C28H35N3O5 molecule.

XYZ file:
```
71
Properties=species:S:1:pos:R:3:mulliken_charge:R:1
C 2.287 1.441 -3.701 -1.00
C 3.125 1.287 -2.439 -0.79
C 2.696 0.104 -1.567 -1.07
C 1.452 0.369 -0.704 1.47
C 1.778 1.461 0.320 -0.88
O 2.883 1.790 0.647 -0.54
O 0.657 1.971 0.849 -0.16
C 0.820 2.908 1.918 -0.18
C 1.119 4.305 1.398 -1.30
N 0.287 0.721 -1.495 -0.30
C -0.512 -0.483 -1.720 -0.33
C -0.090 -1.158 -3.004 0.17
C 0.721 -2.282 -3.075 -0.36
C 1.096 -2.825 -4.288 -0.84
C 0.682 -2.259 -5.501 1.24
N 1.094 -2.771 -6.709 0.07
C 1.750 -4.055 -6.753 -1.07
C 0.521 -2.264 -7.932 -1.09
C -0.146 -1.130 -5.423 -0.29
C -0.517 -0.603 -4.205 -1.41
C -0.307 -1.329 -0.447 -0.14
C -1.282 -0.901 0.634 -0.33
O -2.482 -0.872 0.549 -0.66
N -0.550 -0.552 1.754 0.62
C -1.136 -0.104 2.967 -0.18
C -0.679 -0.591 4.186 -0.43
C -1.246 -0.140 5.357 -0.78
C -2.285 0.794 5.336 0.84
O -2.776 1.158 6.546 -0.41
C -3.852 2.076 6.607 -0.26
C -4.214 2.263 8.072 -1.44
C -2.735 1.277 4.111 -0.46
C -2.157 0.832 2.934 -0.44
C 0.821 -0.634 1.560 -1.15
O 1.650 -0.462 2.414 -0.60
C 1.059 -0.939 0.098 0.67
H 2.648 2.281 -4.291 0.49
H 1.246 1.609 -3.445 0.22
H 2.346 0.540 -4.309 0.14
H 3.085 2.205 -1.853 0.28
H 4.167 1.128 -2.725 0.46
H 2.504 -0.755 -2.210 0.60
H 3.509 -0.136 -0.880 0.46
H 1.630 2.554 2.563 0.37
H -0.127 2.875 2.463 0.24
H 2.071 4.309 0.873 0.31
H 1.174 4.996 2.234 0.44
H 0.336 4.631 0.717 0.28
H -0.261 1.425 -1.013 0.47
H -1.566 -0.201 -1.819 1.02
H 1.076 -2.765 -2.177 0.28
H 1.724 -3.700 -4.278 0.35
H 1.961 -4.318 -7.787 0.32
H 1.134 -4.849 -6.314 0.35
H 2.702 -4.016 -6.218 0.30
H -0.563 -2.426 -7.983 0.36
H 0.720 -1.195 -8.028 0.31
H 0.982 -2.765 -8.780 0.32
H -0.513 -0.656 -6.317 0.33
H -1.155 0.268 -4.184 0.35
H -0.442 -2.394 -0.637 0.58
H 0.122 -1.312 4.214 0.45
H -0.905 -0.504 6.313 0.42
H -3.554 3.036 6.164 0.35
H -4.714 1.683 6.050 0.37
H -3.358 2.648 8.619 0.33
H -4.503 1.311 8.507 0.33
H -5.040 2.963 8.162 0.42
H -3.532 2.001 4.055 0.37
H -2.513 1.208 1.989 0.50
H 1.843 -1.687 -0.009 0.63
```

Structure (SMILES) = CCC[C@@]1(C(=O)OCC)N[C@@H](c2ccc(N(C)C)cc2)[C@@H]2C(=O)N(c3ccc(OCC)cc3)C(=O)[C@@H]21
Energy relative to the best compared isomer or geometry (same formula, charge and spin) = 25.6 kcal/mol
Molecular weight = 493.60 g mol⁻¹
Energy = -44313.330 eV
Frontier orbital gap = 8.35 eV
Maximum force = 0.70 eV/Å
Charge = 0
E_HOMO = -7.7 eV